[1]
Here is one molecule with the formula C3H3F2N at a distorted geometry from the Open Molecules 2025 dataset. Energies are from ωB97M-V/def2-TZVPD.

The spin multiplicity is 1. The calculation puts the electronic energy at -10080.87649 eV. The value obtained for the energy above the lowest of the compared OMol25 structures with the same formula, charge and spin is 78.2 kcal/mol. Its charge is 0. The LUMO energy (spin up / spin down) is -0.38 / -0.40 eV. Its frontier orbital gap (spin up / spin down) is 9.37 / 9.18 eV.

Last column: natural (NBO) charge in e.
Geometry (Å):
C  -0.272  -1.169  0.190  -0.052
C  -0.406  1.037  -0.204  -0.264
C  0.639  -0.016  -0.069  0.583
N  -1.464  -0.770  0.126  -0.276
F  1.545  -0.075  -1.071  -0.323
F  1.427  0.331  0.970  -0.334
H  -0.143  -2.310  0.313  0.196
H  -0.655  1.385  0.837  0.237
H  -0.672  1.585  -1.091  0.232



[2]
Here is one molecule with the formula C3H3F2N at a distorted geometry from the Open Molecules 2025 dataset. Energies are from ωB97M-V/def2-TZVPD.

The spin multiplicity is 1. The calculation puts the electronic energy at -10080.22018 eV. The value obtained for the energy above the lowest of the compared OMol25 structures with the same formula, charge and spin is 93.4 kcal/mol. Its charge is 0. The LUMO energy (spin up / spin down) is -0.68 / -0.95 eV. Its SMILES is FC1(F)C=NC1. Its frontier orbital gap (spin up / spin down) is 9.69 / 9.73 eV.

Last column: natural (NBO) charge in e.
Geometry (Å):
F  1.324  -0.642  -0.875  -0.338
C  0.640  0.082  0.055  0.580
F  1.583  0.954  0.536  -0.327
C  -0.018  -0.854  0.932  -0.003
N  -1.475  -0.364  0.260  -0.224
C  -0.655  0.575  -0.551  -0.339
H  0.209  -1.760  1.459  0.219
H  -0.761  1.641  -0.268  0.210
H  -0.847  0.369  -1.548  0.222



[3]
Here is one molecule with the formula C3H3F2N at a distorted geometry from the Open Molecules 2025 dataset. Energies are from ωB97M-V/def2-TZVPD.

The spin multiplicity is 1. The calculation puts the electronic energy at -10082.65213 eV. The value obtained for the energy above the lowest of the compared OMol25 structures with the same formula, charge and spin is 37.3 kcal/mol. Its charge is 0. The LUMO energy is 0.67 eV. Its SMILES is CC(F)(F)C#N. Its frontier orbital gap is 12.82 eV.

Last column: natural (NBO) charge in e.
Geometry (Å):
C  -1.033  -0.055  -0.107  -0.725
C  0.319  0.572  -0.036  0.795
F  0.439  1.251  1.040  -0.291
F  0.676  1.342  -1.120  -0.325
C  1.586  -0.790  0.016  0.132
N  2.172  -1.788  0.026  -0.363
H  -1.642  0.606  0.578  0.250
H  -1.038  -0.888  0.689  0.264
H  -1.480  -0.249  -1.084  0.264



[4]
Here is a 2-piece molecular cluster, C3H3F3NO2 overall at a distorted geometry from the Open Molecules 2025 dataset. Energies are from ωB97M-V/def2-TZVPD.

The spin multiplicity is 1. The calculation puts the electronic energy at -16898.82401 eV. The value obtained for the energy above the lowest of the compared OMol25 structures with the same formula, charge and spin is 0.0 kcal/mol. Its charge is -1. The LUMO energy is 3.67 eV. Its frontier orbital gap is 8.20 eV.

Last column: natural (NBO) charge in e.
Geometry (Å):
C  2.200  -0.150  -0.763  0.843
C  0.141  -1.195  -1.378  -0.091
C  -1.553  0.949  1.532  0.830
N  0.804  -0.619  -0.496  -0.474
O  3.075  -0.999  -0.643  -0.758
O  2.226  1.054  -1.018  -0.762
F  -1.520  0.451  2.771  -0.342
F  -2.705  0.556  0.981  -0.344
F  -1.600  2.277  1.639  -0.338
H  -0.679  0.609  0.936  0.180
H  0.515  -1.477  -2.373  0.129
H  -0.905  -1.456  -1.187  0.127



[5]
Here is a 2-piece molecular cluster, C3H3F3S overall at a distorted geometry from the Open Molecules 2025 dataset. Energies are from ωB97M-V/def2-TZVPD.

The spin multiplicity is 1. The calculation puts the electronic energy at -22145.19807 eV. The value obtained for the energy above the lowest of the compared OMol25 structures with the same formula, charge and spin is 36.6 kcal/mol. Its charge is 0. The LUMO energy is 0.72 eV. Its SMILES is C#CC(F)(F)F.S. Its frontier orbital gap is 10.53 eV.

Last column: natural (NBO) charge in e.
Geometry (Å):
C  -1.103  1.318  -0.711  -0.098
C  -0.512  1.197  0.302  -0.154
C  0.196  0.927  1.512  0.939
F  0.736  -0.337  1.478  -0.326
F  -0.612  0.887  2.586  -0.308
F  1.192  1.779  1.798  -0.300
H  -1.573  1.418  -1.656  0.245
S  0.356  -1.870  -1.946  -0.320
H  0.747  -2.940  -2.692  0.152
H  0.573  -2.378  -0.672  0.168



[6]
Here is C3H3FGaO4 as an isolated structure at a distorted geometry from the Open Molecules 2025 dataset. Energies are from ωB97M-V/def2-TZVPD.

The spin multiplicity is 2. The calculation puts the electronic energy at -66369.45550 eV. The value obtained for the energy above the lowest of the compared OMol25 structures with the same formula, charge and spin is 39.7 kcal/mol. Its charge is +4. The LUMO energy (spin up / spin down) is -21.30 / -23.53 eV. Its frontier orbital gap (spin up / spin down) is 9.83 / 5.34 eV.

Last column: Löwdin charge in e.
Geometry (Å):
C  -3.094  -0.572  0.618  0.183
C  -2.436  0.738  0.362  0.001
O  -1.096  0.643  0.260  0.430
O  -4.321  -0.765  0.757  0.343
H  -2.541  -1.524  0.673  0.237
H  -2.740  1.460  1.156  0.270
H  -2.871  1.191  -0.560  0.261
F  -5.046  0.418  0.646  0.226
C  0.026  0.613  -1.990  0.484
O  1.091  0.359  -1.619  0.023
Ga  3.420  1.150  -0.661  1.560
O  2.064  -0.007  -0.751  -0.017



Question: The highest charge belongs to which entry?
Answer: C3H3FGaO4



Question: Number 4 is which compound?
Answer: C3H3F3NO2